one | 8
Properties=species:S:1:pos:R:3 method="wB97M-V/def2-TZVPD" e_homo_ev=-9.9 orbital_gap_ev=9.6743
C 1.5363 1.3977 0.3417
C 0.4938 1.0748 -0.4674
C 1.0536 -1.6698 0.1489
N 2.4564 1.5805 0.9722
N -0.4128 0.8997 -1.1626
O 1.7191 -2.5613 0.1715
I -3.5787 0.4230 -0.0868
H -3.2677 -1.1446 0.0825

two | 8
Properties=species:S:1:pos:R:3 method="wB97M-V/def2-TZVPD" e_homo_ev="-8.7 / -9.0" orbital_gap_ev="6.9606 / 7.0444"
C -0.3497 -0.5571 -1.3155
C 0.3432 -1.5179 -0.6332
C 0.1363 1.1632 1.3037
N -0.2850 0.7191 -1.0210
N 0.0699 1.3030 0.0980
O 0.3207 1.3281 2.4688
I 0.1975 -1.8096 1.3945
H -0.4330 -0.6287 -2.2952

Result of the stability comparison: two is the least stable of them.